This record from the Open Molecules 2025 dataset describes a molecular structure, C38H93N6O8Y. The level of theory is the ωB97M-V functional and the def2-TZVPD basis.

Electronic energy ... -67262.3424 eV
E_LUMO ... -0.2174 Ha
Maximum force ... 3.84 eV/A
Gap between HOMO and LUMO ... 0.200 Eh
Total charge ... +2

```
146
C38H93N6O8Y | the Open Molecules 2025 dataset | the ωB97M-V functional and the def2-TZVPD basis
Y -2.021 -3.100 1.488
C 1.328 -0.312 1.163
C -0.088 -0.100 0.680
C -0.036 0.450 -0.763
O -0.817 -1.295 0.673
H 1.794 -0.968 0.428
H 1.298 -0.833 2.127
H 1.932 0.556 1.402
H -0.592 0.744 1.172
H 0.268 -0.353 -1.443
H 0.633 1.310 -0.808
H -0.999 0.746 -1.191
C -1.633 2.076 3.364
O -0.271 2.062 3.733
H -2.017 1.099 3.058
H -2.199 2.469 4.207
H -1.797 2.791 2.551
H 0.269 1.567 3.110
C -4.792 -3.430 5.436
C -4.085 -2.820 4.227
C -2.929 -1.925 4.708
O -1.943 -1.590 3.696
C -0.711 -1.203 4.363
N -3.459 -3.918 3.421
H -5.018 -2.641 6.156
H -4.168 -4.133 5.998
H -5.668 -3.979 5.093
H -4.932 -2.321 3.752
H -2.423 -2.512 5.481
H -3.304 -0.989 5.123
H -0.050 -1.064 3.509
H -0.301 -1.939 5.052
H -0.880 -0.221 4.803
H -3.068 -4.542 4.125
H -4.297 -4.355 3.041
C -6.175 -1.000 0.954
C -4.912 -1.782 0.638
C -4.603 -1.889 -0.862
O -3.499 -2.776 -0.999
C -2.953 -2.677 -2.305
N -3.711 -1.433 1.397
H -6.305 -0.076 0.387
H -6.283 -0.739 2.009
H -7.033 -1.618 0.688
H -5.151 -2.841 0.826
H -4.338 -0.903 -1.269
H -5.511 -2.173 -1.400
H -3.611 -2.863 -3.154
H -2.159 -3.414 -2.465
H -2.382 -1.750 -2.407
H -3.338 -0.590 0.942
H -4.005 -1.002 2.276
C -3.027 -7.419 -0.077
C -2.409 -6.100 0.352
C -1.463 -5.475 -0.653
O -0.888 -4.296 -0.031
C 0.267 -3.896 -0.807
N -3.414 -5.089 0.784
H -3.513 -7.996 0.714
H -2.212 -8.050 -0.433
H -3.832 -7.325 -0.810
H -1.719 -6.271 1.192
H -2.084 -5.148 -1.496
H -0.797 -6.199 -1.119
H 0.937 -4.755 -0.910
H 0.812 -3.134 -0.260
H 0.119 -3.596 -1.846
H -3.992 -5.577 1.470
H -4.063 -5.131 -0.009
C 5.867 2.133 3.657
C 4.870 2.359 2.549
C 5.406 2.979 1.254
O 6.160 4.122 1.509
C 6.611 4.732 0.310
N 4.304 1.024 2.213
H 5.401 2.091 4.640
H 6.611 2.938 3.691
H 6.465 1.247 3.446
H 4.069 3.014 2.915
H 4.497 3.150 0.658
H 6.029 2.225 0.753
H 5.745 5.122 -0.234
H 7.182 4.017 -0.287
H 7.232 5.585 0.572
H 3.807 1.123 1.320
H 3.482 0.902 2.806
C -3.878 1.903 -2.124
C -3.555 3.339 -2.529
C -3.262 3.381 -4.042
C -3.265 4.787 -4.611
C -4.606 5.475 -4.296
C -4.886 5.532 -2.790
N -4.718 4.177 -2.251
O -5.165 4.067 -0.919
C -4.029 6.605 -2.072
C -6.370 5.919 -2.637
C -2.303 3.788 -1.721
H -4.798 1.577 -2.618
H -3.962 1.695 -1.053
H -3.045 1.248 -2.405
H -2.239 3.053 -4.256
H -3.959 2.751 -4.598
H -3.126 4.906 -5.684
H -2.468 5.344 -4.106
H -5.432 4.897 -4.720
H -4.533 6.405 -4.864
H -4.453 7.604 -2.180
H -3.886 6.366 -1.021
H -3.071 6.698 -2.591
H -6.955 5.109 -3.081
H -6.661 5.997 -1.591
H -6.508 6.860 -3.164
H -1.403 3.198 -1.906
H -2.427 3.693 -0.638
H -2.168 4.845 -1.934
H -6.022 3.632 -1.001
C 3.764 -0.636 -1.522
C 5.256 -0.681 -1.928
C 5.655 0.777 -2.131
C 7.161 1.013 -2.167
C 7.882 0.294 -1.003
C 7.419 -1.169 -0.726
N 5.954 -1.227 -0.761
O 5.522 -2.543 -0.461
C 8.174 -2.080 -1.670
C 7.887 -1.400 0.734
C 5.421 -1.467 -3.231
H 3.706 -0.354 -0.477
H 3.159 -0.074 -2.236
H 3.384 -1.653 -1.693
H 5.293 1.254 -3.043
H 5.291 1.357 -1.277
H 7.701 0.638 -3.042
H 7.424 2.070 -2.089
H 7.721 0.871 -0.086
H 8.954 0.368 -1.192
H 7.742 -3.071 -1.822
H 9.178 -2.245 -1.269
H 8.360 -1.675 -2.669
H 8.933 -1.185 0.919
H 7.741 -2.475 0.908
H 7.156 -0.943 1.403
H 4.574 -1.352 -3.905
H 6.399 -1.323 -3.686
H 5.433 -2.537 -2.985
H 5.397 -2.508 0.494
```

Atomic partial charges in e from the Mulliken method, atoms 1 to 99:
1 Y 1.364
2 C -1.631
3 C 1.480
4 C -1.160
5 O -0.065
6 H -0.066
7 H -0.146
8 H 0.709
9 H -0.375
10 H 0.228
11 H 0.533
12 H -0.188
13 C -0.305
14 O -0.537
15 H -0.140
16 H 0.308
17 H 0.329
18 H 0.276
19 C -1.537
20 C 0.688
21 C -1.263
22 O 0.258
23 C -0.400
24 N -0.470
25 H 0.403
26 H 0.455
27 H 0.429
28 H -0.121
29 H 0.490
30 H 0.438
31 H -0.293
32 H 0.460
33 H 0.374
34 H 0.271
35 H 0.309
36 C -1.555
37 C 0.930
38 C -0.658
39 O -0.064
40 C -0.877
41 N 0.072
42 H 0.305
43 H 0.384
44 H 0.474
45 H -0.236
46 H -0.044
47 H 0.547
48 H 0.367
49 H 0.214
50 H 0.240
51 H -0.063
52 H 0.297
53 C -1.428
54 C 0.059
55 C -0.767
56 O -0.087
57 C -0.618
58 N -0.323
59 H 0.415
60 H 0.445
61 H 0.349
62 H 0.178
63 H 0.224
64 H 0.661
65 H 0.468
66 H -0.109
67 H 0.347
68 H 0.418
69 H 0.274
70 C -1.419
71 C 0.602
72 C 0.064
73 O -0.397
74 C -0.636
75 N -0.476
76 H 0.358
77 H 0.355
78 H 0.254
79 H 0.315
80 H 0.398
81 H -0.407
82 H 0.300
83 H 0.176
84 H 0.297
85 H -0.005
86 H 0.288
87 C -2.516
88 C 1.951
89 C -1.073
90 C -0.809
91 C -1.082
92 C 1.359
93 N 0.511
94 O -0.491
95 C -1.739
96 C -1.988
97 C -1.750
98 H 0.471
99 H 0.567